No. 1
This record from the OMol25 dataset describes a structure of composition C33H64Br2GeIrN2SSi3 in a non-equilibrium geometry. The level of theory is ωB97M-V with the def2-TZVPD basis set.

The geometry in XYZ format:
```
107
Properties=species:S:1:pos:R:3:lowdin_charge:R:1
Ir -0.1611 -1.3390 0.7192 0.97
C -0.8508 -0.8381 2.9385 -0.02
C -0.4962 -2.2081 2.8557 -0.15
C -1.3937 -2.7900 1.8557 -0.18
C -2.2352 -1.7177 1.4077 -0.10
C -2.0225 -0.5605 2.1808 -0.16
C -2.9851 0.5589 2.4344 -0.53
C -3.4299 0.3376 3.9032 0.00
C -4.2165 0.4654 1.5293 -0.02
C -2.3603 1.9611 2.3379 -0.03
C -1.6460 -4.2151 1.4040 -0.51
C -0.3555 -4.9381 0.9707 -0.03
C -2.6122 -4.2459 0.2086 -0.04
C -2.3461 -4.9609 2.5613 0.00
C 0.3339 -2.7642 4.0135 -0.50
C 0.9930 -4.1306 3.8138 -0.02
C 1.4469 -1.7732 4.4077 -0.02
C -0.6629 -2.8503 5.1936 0.01
H -0.3972 -0.1521 3.6380 0.14
H -3.0783 -1.8571 0.7509 0.13
H -3.8440 -0.6616 4.0542 0.11
H -4.2057 1.0634 4.1441 0.11
H -2.6024 0.4820 4.6008 0.10
H -4.8175 -0.4134 1.7701 0.10
H -3.9503 0.4201 0.4691 0.09
H -4.8446 1.3422 1.6797 0.11
H -1.3404 1.9876 2.7232 0.07
H -2.9560 2.6576 2.9261 0.11
H -2.3626 2.3332 1.3152 0.06
H -0.2583 -4.9120 -0.1169 0.09
H -0.3916 -5.9852 1.2730 0.11
H 0.5313 -4.4860 1.3984 0.03
H -2.2728 -3.6046 -0.6103 0.08
H -3.6262 -3.9602 0.4925 0.10
H -2.6638 -5.2665 -0.1684 0.11
H -1.7071 -5.0770 3.4333 0.07
H -2.6365 -5.9525 2.2160 0.11
H -3.2517 -4.4343 2.8702 0.11
H 1.7727 -4.0829 3.0521 0.07
H 0.2849 -4.9126 3.5568 0.07
H 1.4684 -4.4188 4.7507 0.11
H 2.0120 -1.4483 3.5372 0.06
H 2.1340 -2.2630 5.0959 0.11
H 1.0577 -0.8943 4.9227 0.09
H -1.4838 -3.5370 4.9854 0.09
H -1.0894 -1.8713 5.4232 0.09
H -0.1328 -3.2054 6.0769 0.11
Br 0.5535 1.7243 0.3162 0.75
C -0.9143 1.4488 -0.8906 -0.88
Br -0.8233 -0.3452 -1.6276 0.79
H -0.8669 2.1704 -1.6989 0.02
H -1.8383 1.5233 -0.3352 -0.02
N 4.3210 -5.7681 1.2940 0.12
C 4.5468 -4.4722 1.5481 -0.80
S 5.9296 -3.9330 2.2481 0.82
C 3.5368 -3.4753 1.0958 -0.18
C 2.6169 -3.7381 0.0814 -0.01
C 1.8368 -2.7199 -0.4168 -0.23
N 1.9150 -1.4255 0.0178 -0.26
C 2.7432 -1.2164 1.0845 -0.21
C 3.5358 -2.1838 1.6298 -0.06
H 5.0165 -6.4425 1.5771 0.12
H 3.4196 -6.1232 1.0215 0.11
H 2.5337 -4.7233 -0.3555 0.13
H 1.1730 -2.8863 -1.2593 0.09
H 2.7512 -0.2033 1.4636 0.10
H 4.1648 -1.9692 2.4826 0.10
C 6.2953 0.2140 -1.8639 -0.21
Si 5.0534 0.8178 -0.6114 0.44
C 4.5926 2.6219 -0.5896 -0.21
C 5.5947 0.2798 1.0877 -0.19
Ge 2.9627 -0.2023 -1.8743 0.86
Si 2.7304 -2.0176 -3.7104 0.39
C 0.9425 -2.1326 -4.2421 -0.22
C 3.8855 -1.3671 -5.0196 -0.20
C 3.3491 -3.6925 -3.1449 -0.21
Si 2.4046 1.9716 -3.4847 0.48
C 4.1539 2.0622 -4.1208 -0.20
C 1.1694 1.3652 -4.7362 -0.21
C 1.8002 3.4498 -2.5212 -0.22
H 7.2776 0.6316 -1.6190 0.06
H 6.0729 0.4939 -2.8917 0.01
H 6.3853 -0.8724 -1.8086 0.04
H 5.4382 3.1962 -0.1982 0.06
H 3.7472 2.8003 0.0788 0.03
H 4.3518 3.0265 -1.5666 -0.01
H 6.4719 0.8836 1.3415 0.06
H 5.9017 -0.7671 1.1230 0.03
H 4.8554 0.4592 1.8700 0.03
H 0.4839 -1.1741 -4.4714 -0.01
H 0.3226 -2.6359 -3.4935 0.01
H 0.8983 -2.7413 -5.1506 0.06
H 3.6250 -0.3882 -5.4151 0.01
H 3.8514 -2.0681 -5.8602 0.06
H 4.9188 -1.3421 -4.6680 0.04
H 2.5683 -4.2838 -2.6636 0.02
H 4.2047 -3.6232 -2.4719 0.04
H 3.6707 -4.2550 -4.0261 0.05
H 4.5827 1.0811 -4.3129 0.00
H 4.8220 2.6043 -3.4553 0.03
H 4.1472 2.6016 -5.0745 0.07
H 1.5354 0.5151 -5.3086 0.02
H 0.9792 2.1719 -5.4530 0.06
H 0.2087 1.0990 -4.2929 0.01
H 1.9811 3.3904 -1.4532 -0.03
H 0.7330 3.6130 -2.6911 0.03
H 2.3092 4.3476 -2.8853 0.06
```

Properties
energy relative to the best compared isomer or geometry (same formula, charge and spin): 76.4 kcal per mole
orbital gap: 4.846 eV
net charge: +3

No. 2
This record from the OMol25 dataset describes a structure of composition C33H64ClNO9S2Si2 in a non-equilibrium geometry. The level of theory is ωB97M-V with the def2-TZVPD basis set.

The geometry in XYZ format:
```
112
Properties=species:S:1:pos:R:3:lowdin_charge:R:1
O 6.7599 0.0866 2.7692 -0.37
S 5.7379 -0.5694 1.9609 0.38
O 5.7813 -2.0102 2.1955 -0.37
Cl 3.9104 0.1442 2.6062 0.39
C 6.0392 -0.2671 0.1807 -0.23
C 4.9263 0.6034 -0.5352 -0.23
C 3.7008 -0.3148 -0.8912 -0.29
C 2.6897 0.3123 -1.9252 -0.27
Si 0.9202 -0.3724 -1.8241 0.55
O 0.8217 -2.0798 -1.8636 -0.41
Si 0.9980 -2.8523 -0.3585 0.20
S 0.2105 -4.8746 -0.3886 0.39
C 0.0524 0.4251 -0.3388 -0.24
C 0.6329 1.5258 0.4660 -0.05
C -0.1574 1.9894 1.5803 -0.17
N -1.3567 1.5742 2.0269 0.04
C -1.9381 0.5904 1.2970 -0.11
C -1.2671 0.0288 0.1521 -0.09
H 7.0015 0.3115 0.1306 0.09
H 6.1412 -1.2496 -0.3455 0.12
H 4.5909 1.3979 0.1760 0.09
H 5.3746 1.0168 -1.4698 0.12
H 3.1878 -0.5895 0.0720 0.05
H 4.0803 -1.2705 -1.3511 0.12
H 2.6793 1.4262 -1.7551 0.08
H 3.0511 0.1547 -2.9781 0.08
H 0.2357 0.0976 -3.0487 0.01
H 2.4194 -2.9033 0.0545 -0.04
H 0.3016 -2.1705 0.7477 -0.04
H 0.5974 -5.3500 0.8438 -0.16
H 1.6226 1.9590 0.1984 0.09
H 0.3059 2.8211 2.1733 0.11
H -2.9478 0.1646 1.5846 0.11
H -1.7964 -0.7883 -0.3974 0.10
C -5.3331 0.1065 -3.6788 -0.17
C -4.7245 1.4970 -3.6804 -0.17
C -3.5222 1.3133 -2.7728 -0.20
O -3.0929 -0.0477 -2.9253 -0.16
C -4.0979 -0.7767 -3.6388 -0.21
H -5.9724 -0.0951 -4.5390 0.11
H -5.9258 -0.0382 -2.7704 0.11
H -4.3945 1.7565 -4.6911 0.11
H -5.4040 2.2756 -3.3338 0.11
H -3.7898 1.4654 -1.7222 0.12
H -2.7015 1.9865 -3.0226 0.11
H -3.7182 -0.9745 -4.6474 0.12
H -4.2800 -1.7323 -3.1423 0.11
C 11.3371 1.0268 1.1230 -0.17
C 10.7804 2.4376 1.1781 -0.17
C 9.5807 2.3386 0.2530 -0.20
O 9.0994 0.9912 0.3439 -0.17
C 10.0712 0.1934 1.0358 -0.19
H 11.9592 0.7658 1.9790 0.12
H 11.9335 0.8982 0.2148 0.11
H 10.4502 2.6662 2.1952 0.12
H 11.4923 3.2040 0.8708 0.11
H 9.8645 2.5252 -0.7884 0.12
H 8.7825 3.0318 0.5254 0.12
H 9.6737 -0.0314 2.0306 0.12
H 10.2220 -0.7462 0.5014 0.12
C -1.5462 -9.5779 -2.0872 -0.18
C -0.3254 -10.3031 -1.5528 -0.18
C 0.4618 -9.1676 -0.9225 -0.21
O -0.4956 -8.2023 -0.4699 -0.18
C -1.7793 -8.5267 -1.0165 -0.21
H -2.4095 -10.2254 -2.2428 0.11
H -1.3046 -9.0955 -3.0387 0.12
H -0.6268 -11.0210 -0.7844 0.11
H 0.2379 -10.8390 -2.3170 0.11
H 1.1116 -8.6786 -1.6562 0.12
H 1.0742 -9.4976 -0.0813 0.12
H -2.4015 -8.9186 -0.2044 0.12
H -2.2490 -7.6231 -1.4094 0.12
C -1.3676 4.2082 5.6411 -0.18
C -2.1803 3.1635 4.8979 -0.19
C -3.5998 3.6509 5.1263 -0.20
O -3.5336 5.0788 5.2383 -0.14
C -2.1633 5.4734 5.3713 -0.21
H -0.3313 4.2779 5.3085 0.11
H -1.3683 3.9870 6.7129 0.11
H -1.9413 3.1956 3.8335 0.08
H -2.0172 2.1456 5.2520 0.11
H -4.0097 3.2587 6.0638 0.11
H -4.2733 3.3781 4.3116 0.12
H -1.8553 5.9425 4.4300 0.11
H -2.0698 6.2086 6.1729 0.11
C -2.0622 6.6697 -1.7298 -0.18
C -2.4518 6.6428 -3.1960 -0.18
C -2.6054 5.1538 -3.4518 -0.21
O -3.0330 4.5642 -2.2180 -0.15
C -2.8872 5.5266 -1.1656 -0.20
H -2.2630 7.6220 -1.2386 0.11
H -0.9958 6.4489 -1.6248 0.11
H -3.4126 7.1471 -3.3340 0.12
H -1.7220 7.1149 -3.8542 0.11
H -1.6489 4.6971 -3.7297 0.12
H -3.3351 4.9351 -4.2341 0.12
H -3.8884 5.8643 -0.8775 0.12
H -2.4171 5.0553 -0.3007 0.12
C -6.1162 -2.9532 1.0904 -0.17
C -7.2130 -1.9272 0.8765 -0.17
C -6.4786 -0.6236 1.1349 -0.20
O -5.1143 -0.8324 0.7449 -0.17
C -4.9020 -2.2350 0.5295 -0.20
H -6.3073 -3.9094 0.6030 0.11
H -5.9817 -3.1357 2.1605 0.12
H -7.5570 -1.9632 -0.1614 0.11
H -8.0772 -2.0647 1.5266 0.11
H -6.4885 -0.3656 2.1991 0.12
H -6.8964 0.2122 0.5707 0.12
H -4.8073 -2.3988 -0.5497 0.11
H -3.9718 -2.5430 1.0109 0.12
```

Properties
orbital gap: 8.994 eV

> Which value of orbital gap does entry 2 give?

8.994 eV